## i
The following is a quantum chemistry calculation of a gas-phase ion, C4H9N2 (charge +1), from the Open Molecules 2025 dataset.

Properties
LUMO level in eV: -5.46
Charge: +1
Gap between HOMO and LUMO in eV: 10.18

Each line ends with the natural charge from an NBO analysis.
Geometry (Å):
C  -0.11  2.68  -0.14  -0.13
N  -0.10  1.60  0.42  0.08
N  -0.11  0.54  0.94  0.10
C  -0.23  -0.79  0.47  -0.10
C  1.20  -1.18  0.38  -0.60
C  -1.06  -1.01  -0.77  -0.63
H  -0.99  3.39  -0.16  0.29
H  0.88  3.16  -0.59  0.29
H  -0.62  -1.24  1.42  0.26
H  1.37  -2.22  0.63  0.26
H  1.59  -0.93  -0.57  0.22
H  1.82  -0.60  1.21  0.24
H  -0.47  -0.66  -1.59  0.22
H  -1.98  -0.65  -0.63  0.23
H  -1.20  -2.08  -1.02  0.27

***

## ii
The following is a quantum chemistry calculation of 2 unconnected molecules or ions with the total composition C4H9N2, from the Open Molecules 2025 dataset.

Properties
LUMO level in eV: -4.48
Charge: +1
Gap between HOMO and LUMO in eV: 9.67

Each line ends with the natural charge from an NBO analysis.
Geometry (Å):
C  0.52  1.95  2.05  -0.09
C  0.68  1.00  1.36  0.07
C  0.31  -1.21  1.23  -0.40
C  0.63  -0.01  -0.80  0.11
N  -1.29  -0.03  -2.05  -1.01
N  0.57  -0.07  0.51  -0.36
H  0.47  2.54  2.89  0.26
H  0.46  -2.02  0.52  0.22
H  1.04  -1.09  2.15  0.25
H  -0.73  -1.10  1.58  0.24
H  0.85  -0.99  -1.40  0.25
H  -1.26  -0.96  -2.50  0.41
H  0.93  0.98  -1.17  0.24
H  -2.22  0.23  -1.79  0.40
H  -0.96  0.79  -2.57  0.40

***

Most stable to least stable, the ends of the list are i and ii.

***

## i
The following is a quantum chemistry calculation of a gas-phase ion, C4H9N2 (charge +1), from the Open Molecules 2025 dataset.

Properties
LUMO level in eV: -4.11
Charge: +1
Gap between HOMO and LUMO in eV: 9.52

Each line ends with the natural charge from an NBO analysis.
Geometry (Å):
C  0.77  0.88  1.13  -0.41
N  0.30  -0.20  0.26  -0.13
C  1.18  -1.28  -0.09  -0.43
N  -0.84  -0.11  -0.30  0.01
C  -1.86  -0.60  -0.95  0.03
C  -2.15  0.66  -0.26  -0.20
H  0.10  1.63  1.25  0.23
H  0.78  0.44  2.21  0.23
H  1.69  1.22  0.74  0.23
H  2.12  -1.02  0.29  0.24
H  0.85  -2.19  0.48  0.23
H  1.18  -1.60  -1.13  0.24
H  -1.87  -1.29  -1.72  0.26
H  -2.34  1.58  -0.95  0.23
H  -2.68  0.82  0.77  0.24

***

## ii
The following is a quantum chemistry calculation of 2 unconnected molecules or ions with the total composition C4H9N2, from the Open Molecules 2025 dataset.

Properties
LUMO level in eV: -4.86
Charge: +1
Gap between HOMO and LUMO in eV: 10.10

Each line ends with the natural charge from an NBO analysis.
Geometry (Å):
C  -0.36  2.52  -0.08  0.34
C  1.50  -0.46  0.73  -0.22
C  1.46  -0.37  -0.72  -0.23
C  -1.93  -0.91  -0.03  -0.85
N  0.21  1.52  0.09  0.02
N  0.47  0.32  0.07  -0.18
H  -0.69  3.46  -0.04  0.27
H  -2.52  -0.05  0.24  0.21
H  1.20  -1.42  1.20  0.25
H  2.33  -0.07  1.40  0.26
H  2.30  0.14  -1.30  0.24
H  1.31  -1.19  -1.37  0.25
H  -1.27  -0.94  0.83  0.20
H  -2.51  -1.86  -0.04  0.24
H  -1.50  -0.68  -0.97  0.20

***

## iii
The following is a quantum chemistry calculation of a molecular structure, C4H9N2, from the Open Molecules 2025 dataset.

Properties
LUMO level in eV: -3.88
Charge: +1
Gap between HOMO and LUMO in eV: 10.97

Each line ends with the natural charge from an NBO analysis.
Geometry (Å):
C  0.12  1.43  0.51  0.38
C  0.42  -0.55  0.75  0.16
C  1.09  -1.41  -0.27  -0.65
C  -1.79  0.47  -0.70  -0.47
N  -0.60  0.40  0.13  -0.33
N  1.12  0.70  1.09  -0.56
H  -0.01  2.54  0.46  0.27
H  0.17  -1.10  1.65  0.25
H  1.87  -2.10  0.01  0.26
H  1.53  -0.74  -1.02  0.23
H  0.28  -2.02  -0.77  0.25
H  -2.77  0.92  -0.47  0.26
H  -1.46  1.10  -1.62  0.23
H  -2.02  -0.50  -1.24  0.26
H  2.05  0.87  1.50  0.46

***

## iv
The following is a quantum chemistry calculation of a gas-phase ion, C4H9N2 (charge +1), from the Open Molecules 2025 dataset.

Properties
LUMO level in eV: -3.59
Charge: +1
Gap between HOMO and LUMO in eV: 11.18

Each line ends with the natural charge from an NBO analysis.
Geometry (Å):
C  -2.53  0.12  -0.55  -0.06
C  -1.47  0.07  -0.02  -0.12
C  -0.07  -0.09  0.25  0.23
C  0.77  1.33  0.51  -0.63
N  0.20  -1.00  1.26  -0.82
N  0.63  -0.49  -1.14  -0.73
H  -3.51  0.04  -0.76  0.24
H  1.72  1.35  -0.11  0.21
H  0.94  1.28  1.63  0.26
H  0.01  2.19  0.30  0.27
H  -0.22  -1.97  1.11  0.40
H  1.07  -1.11  1.73  0.41
H  0.38  0.22  -1.91  0.46
H  1.61  -0.42  -0.96  0.43
H  0.45  -1.52  -1.35  0.45

***

Most stable to least stable, the ends of the list are iii and ii.

***

## i
The following is a quantum chemistry calculation of a single C3H5P molecule, from the Open Molecules 2025 dataset.

Properties
LUMO level in eV: 0.62
Charge: 0
Gap between HOMO and LUMO in eV: 9.00

Each line ends with the natural charge from an NBO analysis.
Geometry (Å):
C  -0.53  0.95  -0.03  -0.66
C  0.76  0.31  -0.02  -0.24
P  2.45  0.36  -0.02  0.53
C  1.34  -1.10  0.00  -0.69
H  -0.80  0.93  1.01  0.24
H  -1.24  0.25  -0.44  0.22
H  -0.60  1.88  -0.34  0.22
H  1.23  -1.55  1.01  0.19
H  1.02  -1.76  -0.78  0.20

***

## ii
The following is a quantum chemistry calculation of 2 unconnected molecules or ions with the total composition C3H5P, from the Open Molecules 2025 dataset.

Properties
LUMO level in eV: 0.55
Charge: 0
Gap between HOMO and LUMO in eV: 10.28

Each line ends with the natural charge from an NBO analysis.
Geometry (Å):
C  1.46  -0.49  -1.98  -0.77
P  0.52  0.43  -2.78  0.55
H  2.11  -1.28  -1.67  0.22
C  -0.06  0.14  1.14  -0.36
C  -1.33  0.33  0.85  -0.38
H  0.27  -0.88  1.02  0.17
H  0.63  0.80  1.62  0.20
H  -1.63  1.32  1.20  0.19
H  -1.97  -0.37  0.61  0.19

***

Most stable to least stable, the ends of the list are i and ii.

***

## i
The following is a quantum chemistry calculation of a gas-phase ion, C4H11N2O (charge +1), from the Open Molecules 2025 dataset.

Properties
LUMO level in eV: -3.08
Charge: +1
Gap between HOMO and LUMO in eV: 10.25

Each line ends with the natural charge from an NBO analysis.
Geometry (Å):
N  1.26  -1.24  -0.62  -0.69
C  1.10  0.19  -1.06  -0.24
C  -0.40  0.42  -1.36  -0.22
N  -1.16  0.04  -0.19  -0.67
C  -1.15  0.73  1.07  -0.34
C  -0.20  0.20  2.16  0.45
O  0.39  -0.85  2.05  -0.57
H  0.37  -1.75  -0.67  0.45
H  1.43  -1.27  0.39  0.48
H  1.93  -1.77  -1.14  0.44
H  1.27  0.86  -0.21  0.22
H  1.75  0.42  -1.90  0.24
H  -0.72  -0.17  -2.21  0.22
H  -0.52  1.48  -1.61  0.21
H  -2.05  -0.38  -0.38  0.40
H  -0.91  1.81  0.99  0.21
H  -2.13  0.60  1.54  0.26
H  -0.26  0.68  3.14  0.15

***

## ii
The following is a quantum chemistry calculation of a gas-phase ion, C4H11N2O (charge +1), from the Open Molecules 2025 dataset.

Properties
LUMO level in eV: -3.29
Charge: +1
Gap between HOMO and LUMO in eV: 10.34

Each line ends with the natural charge from an NBO analysis.
Geometry (Å):
N  -1.41  2.33  -0.48  -0.88
C  -0.52  1.65  0.41  -0.24
C  -0.39  0.13  0.15  -0.06
N  -0.04  -0.08  -1.28  -0.67
C  0.65  -0.47  1.07  -0.56
C  0.99  -1.93  0.84  0.46
O  0.93  -2.40  -0.26  -0.54
H  -1.00  2.68  -1.34  0.38
H  -2.24  2.76  -0.10  0.42
H  -0.81  1.75  1.43  0.23
H  0.47  2.10  0.42  0.19
H  -1.36  -0.32  0.37  0.24
H  -0.60  0.48  -1.91  0.44
H  -0.17  -1.07  -1.52  0.47
H  0.95  0.16  -1.39  0.44
H  1.65  -0.03  1.07  0.26
H  0.38  -0.23  2.10  0.27
H  1.32  -2.49  1.73  0.16

***

Most stable to least stable, the ends of the list are ii and i.

***

## i
The following is a quantum chemistry calculation of a single C3H5FOS molecule, from the Open Molecules 2025 dataset.

Properties
LUMO level in eV: 0.66
Charge: 0
Gap between HOMO and LUMO in eV: 9.82

Each line ends with the natural charge from an NBO analysis.
Geometry (Å):
C  0.88  -0.57  -0.46  -0.63
C  -0.65  1.17  0.12  -0.65
C  -0.47  -0.60  0.15  0.22
O  1.62  1.63  -1.50  -0.96
F  -1.27  -1.37  -0.66  -0.35
S  1.20  1.26  -0.16  1.23
H  1.60  -1.08  0.03  0.22
H  0.92  -0.83  -1.54  0.26
H  -1.08  1.36  -0.85  0.24
H  -1.03  1.73  1.01  0.24
H  -0.48  -1.09  1.25  0.18

***

## ii
The following is a quantum chemistry calculation of a single C3H5FOS molecule, from the Open Molecules 2025 dataset.

Properties
LUMO level in eV: -0.67
Charge: 0
Gap between HOMO and LUMO in eV: 8.47

Each line ends with the natural charge from an NBO analysis.
Geometry (Å):
O  -2.07  0.55  0.30  -0.68
C  -1.20  -0.44  -0.16  -0.17
C  0.24  -0.27  0.12  -0.11
S  1.13  -1.60  0.43  0.08
C  0.74  1.16  0.06  -0.03
F  0.25  1.81  -1.04  -0.36
H  -1.77  1.27  -0.22  0.46
H  -1.55  -1.33  0.29  0.21
H  -1.28  -0.65  -1.22  0.19
H  0.39  1.76  0.94  0.20
H  1.80  1.18  0.05  0.19

***

Most stable to least stable, the ends of the list are ii and i.

***

## i
The following is a quantum chemistry calculation of a molecular structure, C3H5FOS, from the Open Molecules 2025 dataset.

Properties
LUMO level in eV: 0.57
Charge: 0
Gap between HOMO and LUMO in eV: 9.36

Each line ends with the natural charge from an NBO analysis.
Geometry (Å):
C  0.43  0.99  0.44  -0.72
C  -0.78  -1.04  -0.50  -0.67
C  1.10  -0.24  -0.11  0.26
O  -2.10  0.96  0.79  -0.97
F  1.88  -0.22  -1.23  -0.33
S  -0.98  0.06  1.01  1.29
H  0.79  1.56  1.36  0.24
H  0.31  1.84  -0.28  0.27
H  -1.25  -0.65  -1.41  0.23
H  -0.82  -2.14  -0.46  0.22
H  1.42  -1.11  0.40  0.19

***

## ii
The following is a quantum chemistry calculation of a single C3H5FOS molecule, from the Open Molecules 2025 dataset.

Properties
LUMO level in eV: 0.76
Charge: 0
Gap between HOMO and LUMO in eV: 10.79

Each line ends with the natural charge from an NBO analysis.
Geometry (Å):
C  0.97  -0.73  -0.29  -0.43
C  0.94  0.80  -0.13  -0.41
C  -0.12  -0.09  0.52  -0.44
O  -2.53  1.22  0.22  -0.87
F  -2.32  -1.36  0.27  -0.52
S  -1.79  0.09  -0.35  1.53
H  0.96  -1.01  -1.33  0.22
H  1.82  -1.06  0.23  0.22
H  1.73  1.41  0.26  0.23
H  0.51  1.19  -0.98  0.20
H  -0.18  -0.46  1.60  0.26

***

Most stable to least stable, the ends of the list are ii and i.